ORCA calculation (wB97M-V/def2-TZVPD) on a single C6H7N5O molecule at a distorted geometry.

## Properties
HOMO (eV): -7.84
E_tot (Eh): -581.682909
Energy relative to the best compared isomer or geometry (same formula, charge and spin) (kJ/mol): 460.28
SMILES: CC(=O)[C@@H]1N=NN2C=CC=NN12
Gap between HOMO and LUMO (eV): 8.1
Net charge: 0

CARTESIAN COORDINATES (ANGSTROEM)
C1 -0.568 -2.133 -2.245
C2 -0.638 -1.091 -1.172
O1 -1.586 -0.889 -0.460
C3 0.677 -0.323 -0.973
N1 1.504 -1.223 -0.111
N2 1.684 -0.764 1.014
N3 1.272 0.423 1.243
C4 0.646 0.940 2.340
C5 -0.301 1.888 2.195
C6 -0.842 2.226 0.901
N4 -0.502 1.630 -0.183
N5 0.564 0.922 -0.279
H1 -0.487 -1.640 -3.214
H2 -1.460 -2.753 -2.228
H3 0.324 -2.739 -2.095
H4 1.234 -0.192 -1.906
H5 0.925 0.496 3.287
H6 -0.781 2.306 3.064
H7 -1.666 2.916 0.821